{
  "formula": "C21H64N4O9",
  "method": "ωB97M-V with the def2-TZVPD basis set",
  "species": ["C", "O", "C", "C", "C", "N", "H", "H", "H", "H", "H", "H", "H", "H", "H", "H", "H", "C", "O", "C", "C", "C", "N", "H", "H", "H", "H", "H", "H", "H", "H", "H", "H", "H", "C", "O", "C", "C", "C", "N", "H", "H", "H", "H", "H", "H", "H", "H", "H", "H", "H", "C", "O", "C", "C", "C", "N", "H", "H", "H", "H", "H", "H", "H", "H", "H", "H", "H", "C", "O", "H", "H", "H", "H", "C", "O", "H", "H", "H", "H", "C", "O", "H", "H", "H", "H", "C", "O", "H", "H", "H", "H", "C", "O", "H", "H", "H", "H"],
  "coordinates": [[4.1999, 6.8804, 0.3997], [2.8963, 6.8279, -0.2688], [2.6897, 5.5643, -0.8595], [1.3309, 5.5673, -1.6388], [0.1090, 5.8379, -0.8051], [1.0433, 4.2641, -2.2570], [4.6330, 7.8715, 0.2642], [5.0136, 6.2283, 0.0823], [4.0745, 6.6377, 1.4549], [3.4065, 5.1645, -1.5768], [2.6648, 4.8000, -0.0828], [1.2940, 6.3036, -2.4416], [0.1195, 6.8105, -0.3130], [-0.1582, 5.1251, -0.0250], [-0.7004, 5.9044, -1.5320], [1.9103, 4.0954, -2.7469], [0.4036, 4.4286, -3.0211], [-4.9434, -0.3142, 4.1859], [-4.1506, -0.6019, 3.0195], [-3.3802, -1.8210, 3.0284], [-2.7754, -1.9734, 1.6195], [-2.5626, -3.3932, 1.1949], [-1.5161, -1.2258, 1.3407], [-4.3715, 0.0014, 5.0585], [-5.6375, -1.1356, 4.3635], [-5.3991, 0.6603, 4.0109], [-2.7380, -1.7886, 3.9085], [-3.8481, -2.7521, 3.3483], [-3.5122, -1.5538, 0.9346], [-3.5259, -3.8967, 1.1138], [-1.9064, -3.9145, 1.8918], [-2.0974, -3.4961, 0.2146], [-0.7049, -1.4791, 1.8865], [-1.3670, -1.3554, 0.3502], [-4.1414, 0.2668, -0.9507], [-3.7344, -0.4908, -2.0951], [-2.3047, -0.5888, -2.1265], [-1.6420, -1.6302, -3.1008], [-2.1612, -3.0558, -2.8778], [-0.1961, -1.7547, -2.9842], [-3.8914, 1.2758, -1.2786], [-3.6615, 0.0726, 0.0085], [-5.2206, 0.1718, -0.8305], [-1.9730, 0.4323, -2.3150], [-1.8475, -0.7601, -1.1519], [-1.8789, -1.5169, -4.1588], [-1.8238, -3.7001, -2.0659], [-1.9437, -3.6140, -3.7884], [-3.2401, -2.9177, -2.8071], [0.1685, -1.9707, -3.9010], [0.1110, -0.8059, -2.8242], [1.3681, -3.4935, 0.3053], [1.8608, -4.8062, 0.6171], [1.6244, -5.2909, 1.9413], [1.2544, -6.7466, 1.7866], [2.3482, -7.7211, 1.2386], [0.1078, -7.0469, 1.0137], [1.6043, -2.8504, 1.1531], [0.2903, -3.4799, 0.1436], [1.8066, -3.0053, -0.5650], [2.5152, -5.2580, 2.5687], [0.8861, -4.7896, 2.5671], [0.9912, -7.2447, 2.7197], [2.0000, -8.7535, 1.2709], [3.2594, -7.6762, 1.8351], [2.7018, -7.4834, 0.2353], [-0.3440, -6.1753, 0.7763], [0.2898, -7.4532, 0.1072], [-1.9598, 3.7468, -3.5075], [-1.2494, 4.5716, -4.4094], [-1.8796, 2.7830, -4.0103], [-1.5995, 3.5985, -2.4895], [-3.0023, 4.0540, -3.5899], [-1.8772, 5.1234, -4.8817], [5.2601, 2.2275, -0.2993], [6.6209, 1.7579, -0.1517], [5.1425, 2.6249, -1.3075], [4.5310, 1.4390, -0.1130], [5.0927, 3.0386, 0.4094], [7.2532, 2.4708, -0.0354], [0.9066, 0.8179, -1.1876], [0.6492, 1.2369, -2.4989], [1.3115, -0.1923, -1.1276], [1.7364, 1.3554, -0.7285], [0.0689, 0.9217, -0.4979], [0.6003, 2.1696, -2.7210], [3.5267, -0.9369, 1.9086], [2.4387, -0.3136, 1.2360], [4.3892, -1.0913, 1.2601], [3.7543, -0.3940, 2.8259], [3.1756, -1.8993, 2.2807], [2.1379, 0.4495, 1.7347], [-2.2904, 2.3188, 2.6554], [-1.4130, 1.6484, 1.8042], [-3.1993, 1.7172, 2.6700], [-1.9402, 2.2569, 3.6858], [-2.4756, 3.3899, 2.5734], [-1.3869, 0.6989, 1.9432]],
  "forces_ev_per_angstrom": [[-0.622, 0.436, 0.130], [2.267, -0.508, -0.328], [-2.037, -0.646, -0.534], [-0.617, -0.166, 1.113], [-0.679, 1.246, 0.452], [1.498, -0.242, -0.205], [-0.459, 0.189, 0.227], [-0.530, -0.573, -0.829], [-0.181, 0.280, 0.142], [0.863, 0.769, -0.144], [-0.316, -0.232, 0.261], [0.739, 0.498, 0.165], [0.260, 0.164, -0.034], [0.352, -0.415, -0.265], [-0.388, -0.166, 0.185], [0.326, -0.790, -0.413], [-0.362, 0.236, -0.146], [0.774, 0.517, -0.802], [-0.287, -0.675, 0.432], [0.288, 0.792, 0.394], [1.036, 0.338, 0.077], [-0.408, -1.087, 0.138], [-1.185, 0.839, 0.640], [0.636, -0.992, 0.341], [-0.135, 0.265, 0.288], [-0.748, -0.378, -0.642], [1.278, 0.574, -0.330], [-1.455, -0.033, -0.721], [-0.092, 0.102, 0.236], [0.011, -0.341, 0.219], [-0.077, -0.211, 0.167], [-0.011, 0.379, -0.053], [-0.027, -0.553, -0.092], [0.704, 0.071, 0.216], [-0.080, 0.807, -1.276], [0.748, -1.933, 0.784], [0.851, 0.526, -0.678], [-0.992, -1.807, 0.340], [-1.435, 0.173, -0.509], [0.310, 1.497, 0.683], [-0.237, 0.592, 0.738], [0.313, -0.297, -0.264], [0.073, -0.077, -0.153], [0.517, 0.152, -0.574], [-0.451, -0.402, 0.243], [-0.531, 1.054, 0.041], [0.356, 0.692, 0.362], [-0.102, -0.147, -0.042], [-0.301, -0.630, -0.017], [0.108, -0.217, -0.090], [0.712, 0.277, -0.038], [0.022, 0.042, 1.144], [-0.179, 0.704, -0.120], [0.406, -0.762, -0.508], [1.358, -2.940, 0.225], [0.828, 0.949, 0.487], [-2.241, 0.926, -1.430], [-0.201, 0.279, 0.024], [-0.172, -0.212, 0.062], [0.398, -0.739, -0.128], [0.503, 0.198, -0.207], [-0.572, 0.480, -0.626], [0.509, 0.829, 0.964], [-0.209, 0.126, -0.038], [0.011, -0.026, 0.308], [-0.424, 0.135, -0.210], [-0.531, 0.113, -0.023], [0.431, -0.082, -0.002], [-1.102, -1.289, -1.640], [1.123, 1.156, 0.316], [-0.393, -0.595, 0.533], [0.241, 0.848, -0.060], [-0.139, -0.259, 0.816], [0.165, 0.030, 0.126], [1.238, 0.704, 0.041], [-0.729, -0.770, 0.064], [-0.295, -0.056, -0.086], [0.393, -0.185, -0.023], [-0.276, 0.046, 0.072], [-0.391, 0.244, -0.058], [0.947, 0.925, 1.059], [-0.313, -1.410, -1.222], [-0.515, -0.240, -0.640], [0.030, 0.560, -0.037], [-0.325, -0.037, -0.127], [0.206, 0.280, 1.236], [-0.756, -0.188, 0.815], [0.088, 0.059, -0.360], [-0.064, 0.272, 0.033], [0.543, 0.225, -0.197], [0.177, -0.335, -0.199], [0.041, -0.002, 0.000], [-0.596, -1.585, 1.783], [1.182, 1.779, -1.146], [-0.649, 0.611, -0.045], [0.286, -0.083, 0.441], [0.270, -0.135, -1.280], [-0.597, -0.536, 0.026]],
  "mulliken_charge": [-0.794, -0.358, -0.543, 0.307, -1.500, -0.414, 0.301, 0.299, 0.307, 0.317, 0.357, 0.340, 0.386, 0.260, 0.398, 0.213, 0.090, -0.921, -0.190, -1.244, 0.934, -1.063, 0.383, 0.350, 0.325, 0.272, 0.391, 0.529, 0.004, 0.522, 0.348, -0.275, 0.202, -0.808, -0.327, -0.465, 1.167, 0.478, -1.528, -0.517, 0.300, -0.052, 0.248, 0.080, -0.681, 0.370, 0.144, 0.435, 0.357, 0.259, 0.138, -0.014, -0.385, -0.675, 0.387, -1.584, -0.653, -0.096, 0.025, 0.266, 0.411, 0.403, 0.212, 0.408, 0.390, 0.382, 0.195, 0.274, -0.731, -0.555, 0.284, 0.182, 0.503, 0.314, -0.301, -0.574, 0.280, 0.045, 0.255, 0.304, -0.532, -0.612, 0.169, 0.320, 0.350, 0.296, -0.746, -0.304, 0.268, 0.374, 0.194, 0.253, -0.677, -0.428, 0.131, 0.315, 0.308, 0.241],
  "gap_ev": 9.4162,
  "relative_energy_kj_mol": 410.21,
  "e_tot_ev": -47195.117,
  "multiplicity": 1,
  "smiles": "COC[C@H](C)N.COC[C@H](C)N.COC[C@H](C)N.COC[C@H](C)N.CO.CO.CO.CO.CO",
  "homo_energy_ev": -8.9
}